Record 1
{
  "formula": "C49H58N4O8SV",
  "method": "the ωB97M-V functional and the def2-TZVPD basis",
  "symbols": ["V", "S", "O", "O", "O", "O", "O", "O", "O", "O", "N", "N", "N", "N", "C", "C", "C", "C", "C", "C", "C", "C", "C", "C", "C", "C", "C", "C", "C", "C", "C", "C", "C", "C", "C", "C", "C", "C", "C", "C", "C", "C", "C", "C", "C", "C", "C", "C", "C", "C", "C", "C", "C", "C", "C", "C", "C", "C", "C", "C", "C", "C", "C", "H", "H", "H", "H", "H", "H", "H", "H", "H", "H", "H", "H", "H", "H", "H", "H", "H", "H", "H", "H", "H", "H", "H", "H", "H", "H", "H", "H", "H", "H", "H", "H", "H", "H", "H", "H", "H", "H", "H", "H", "H", "H", "H", "H", "H", "H", "H", "H", "H", "H", "H", "H", "H", "H", "H", "H", "H", "H"],
  "xyz": [[-0.9317, 1.1338, 1.0245], [-2.2430, -7.9981, 0.8520], [0.2561, 2.6100, 1.3710], [-3.2454, -7.8416, -0.1966], [1.2010, 0.2124, 4.9645], [-1.1011, -8.8135, 0.4464], [-1.9144, 2.1745, -0.3671], [-0.5249, 0.4177, 2.7016], [-2.7929, -8.3565, 2.1557], [-1.7007, -0.4097, 0.1963], [0.4754, 0.6548, -0.1224], [-2.8081, 1.6424, 1.9153], [-3.7567, 2.1093, 1.0163], [0.2058, -2.5653, 1.5889], [0.7871, -0.2782, -2.4011], [1.6909, 1.2678, 0.1415], [-5.5461, 3.5875, -3.4465], [-0.4973, -4.3951, 0.1495], [-2.8420, 1.0008, 5.4691], [2.6460, 3.0073, 1.5451], [-1.0748, -1.5246, -3.2293], [-5.3614, 3.0483, -1.1115], [-2.3476, 0.9327, 4.1628], [1.2455, 4.4149, 3.1857], [5.4917, 1.2032, -1.8782], [-3.1675, 2.3347, -0.1251], [2.9385, 0.8725, -0.2965], [5.6975, -0.3473, 0.0737], [5.4481, 1.1079, -0.3471], [-0.6704, 0.4760, 6.3147], [1.5206, 2.3501, 1.0512], [-0.9530, -4.4996, 2.4988], [-3.2186, -3.4298, -2.4256], [0.1910, -1.0027, -3.4385], [4.0746, 1.5574, 0.1531], [1.2284, 0.2154, -5.3660], [-4.1907, 3.3351, -3.6105], [2.2906, -1.8696, -4.4840], [-3.8713, -1.9035, -0.5985], [-0.1486, 0.3887, 5.0335], [-4.1005, -1.1439, -2.9511], [-3.2260, 1.3525, 3.0867], [-2.0102, 0.7656, 6.5423], [3.5538, 3.7658, 3.7516], [-3.4181, 2.9418, -2.5287], [0.1777, -1.9937, -5.7778], [-1.0528, -5.6549, -0.0056], [1.8081, -0.5542, 3.9197], [-0.4296, -3.8007, 1.4122], [-3.2225, -1.9585, -1.9858], [6.5825, 1.9647, 0.2154], [-6.1299, 3.4431, -2.1955], [2.6258, 4.1338, 2.5820], [-1.8020, -1.3859, -2.0340], [-1.1799, -0.6973, -0.9944], [-4.0014, 2.7998, -1.2724], [-1.0057, 0.5730, 3.9204], [-1.5622, -6.3542, 1.0799], [3.8984, 2.5955, 1.0495], [-1.5144, -5.7589, 2.3294], [0.1101, -0.1342, -1.2057], [0.9534, -1.1654, -4.7534], [3.1311, 5.4283, 1.9272], [-2.5971, -4.0314, -1.7627], [0.8278, 3.5257, 3.6579], [-1.0993, -6.1067, -0.9897], [3.0304, 0.0035, -0.9326], [1.3756, -1.5543, 3.8676], [-4.2816, 1.4909, 3.3138], [1.7810, 0.1151, -6.3053], [1.3538, 5.1942, 3.9469], [3.2116, 2.8467, 4.2317], [6.6759, -0.6866, -0.2795], [-4.1478, -0.0964, -2.6422], [5.6700, -0.4419, 1.1608], [6.4689, 0.8869, -2.2552], [-7.1893, 3.6302, -2.0679], [-2.3883, 0.8172, 7.5551], [4.7326, 0.5674, -2.3364], [4.5873, 3.6178, 3.4356], [1.7272, -0.0694, 2.9514], [3.5423, 4.5656, 4.4979], [6.4740, 3.0128, -0.0725], [-0.1118, -3.8559, -0.7110], [-2.3644, 2.7222, -2.6350], [-3.2850, -2.4544, 0.1378], [0.7663, -2.0897, -6.6940], [-0.9186, -4.0522, 3.4874], [2.9142, -1.2877, -3.8033], [-6.1492, 3.8878, -4.2952], [3.1462, 6.2423, 2.6585], [-1.9252, -6.2996, 3.1724], [0.2094, -1.9957, 0.7534], [0.0143, 0.3148, 7.1383], [4.1408, 5.3089, 1.5291], [2.4773, 5.7187, 1.1026], [-0.0315, -2.9981, -5.4054], [-0.1713, -2.0010, 2.3376], [-3.7339, 3.4341, -4.5874], [5.3083, 2.2288, -2.2055], [7.5400, 1.6064, -0.1709], [4.9406, -1.0175, -0.3343], [-3.7138, -1.1763, -3.9723], [2.8551, -0.6310, 4.2074], [-3.9846, -0.8812, -0.2403], [-0.7728, -1.5230, -6.0374], [2.8458, -2.0084, -5.4167], [0.5324, 4.7484, 2.4349], [4.7697, 3.1229, 1.4133], [1.8171, 0.8400, -4.6927], [1.7377, 0.2145, -2.5445], [-3.8812, 1.2632, 5.6275], [6.6200, 1.9127, 1.3053], [-2.8591, -3.5598, -3.4480], [-4.8594, -2.3674, -0.6641], [-1.5570, -2.0641, -4.0318], [2.1254, -2.8477, -4.0290], [-5.1173, -1.5470, -2.9596], [-5.8036, 2.9168, -0.1336], [-4.2336, -3.8311, -2.3762], [0.2911, 0.7367, -5.5705]],
  "forces_ev_per_angstrom": [[0.2, -0.2, 0.3], [0.0, 0.0, 0.0], [-0.2, 0.1, -0.2], [0.0, 0.0, 0.0], [0.0, 0.1, -0.1], [0.0, 0.0, 0.0], [0.0, 0.1, 0.4], [-0.2, 0.0, 0.0], [0.0, 0.0, 0.0], [-0.3, 0.2, -0.2], [-0.1, -0.1, 0.2], [0.0, -0.1, 0.0], [0.0, 0.0, -0.1], [0.1, 0.2, 0.0], [-0.2, -0.1, 0.0], [0.2, 0.1, -0.1], [0.0, 0.0, -0.1], [0.0, 0.0, 0.0], [0.1, 0.0, 0.0], [0.0, 0.0, -0.1], [-0.1, 0.0, 0.1], [-0.1, 0.0, 0.0], [0.1, 0.0, 0.1], [0.0, 0.0, 0.0], [0.0, 0.0, 0.0], [0.0, 0.1, -0.3], [0.0, 0.1, 0.2], [0.0, 0.0, 0.0], [0.0, 0.0, 0.0], [0.1, 0.0, 0.0], [0.1, -0.1, 0.0], [0.0, 0.0, 0.0], [0.0, 0.0, 0.0], [0.1, 0.0, 0.0], [0.0, 0.0, -0.1], [0.0, 0.0, 0.0], [0.0, 0.0, 0.0], [0.0, 0.0, 0.0], [0.0, 0.0, 0.0], [-0.2, -0.1, 0.1], [0.0, 0.0, 0.0], [0.1, 0.0, 0.0], [-0.1, 0.0, 0.0], [0.0, 0.0, 0.0], [0.0, 0.0, 0.1], [0.0, 0.0, 0.0], [0.0, 0.0, -0.1], [0.0, 0.0, 0.1], [0.0, -0.1, 0.0], [-0.1, 0.0, 0.0], [0.0, 0.0, 0.0], [0.0, 0.0, 0.0], [0.0, 0.0, 0.0], [0.1, -0.2, 0.1], [0.2, 0.2, -0.2], [-0.1, 0.0, 0.1], [0.2, 0.0, 0.1], [0.0, 0.0, 0.0], [0.0, 0.0, 0.0], [0.0, 0.0, 0.0], [0.1, 0.0, -0.1], [0.0, 0.0, 0.0], [0.0, 0.0, 0.0], [0.0, 0.0, 0.0], [0.0, 0.0, 0.0], [0.0, 0.0, 0.0], [0.0, 0.0, 0.0], [0.0, 0.0, 0.0], [0.0, 0.0, 0.0], [0.0, 0.0, 0.0], [0.0, 0.0, 0.0], [0.0, 0.0, 0.0], [0.0, 0.0, 0.0], [0.0, 0.0, 0.0], [0.0, 0.0, 0.0], [0.0, 0.0, 0.0], [0.0, 0.0, 0.0], [0.0, 0.0, 0.0], [0.0, 0.0, 0.0], [0.0, 0.0, 0.0], [0.0, 0.0, 0.0], [0.0, 0.0, 0.0], [0.0, 0.0, 0.0], [0.0, 0.0, 0.0], [0.0, 0.0, 0.0], [0.0, 0.0, 0.0], [0.0, 0.0, 0.0], [0.0, 0.0, 0.0], [0.0, 0.0, 0.0], [0.0, 0.0, 0.0], [0.0, 0.0, 0.0], [0.0, 0.0, 0.0], [0.0, -0.1, 0.0], [0.0, 0.0, 0.0], [0.0, 0.0, 0.0], [0.0, 0.0, 0.0], [0.0, 0.0, 0.0], [-0.1, -0.1, 0.0], [0.0, 0.0, 0.0], [0.0, 0.0, 0.0], [0.0, 0.0, 0.0], [0.0, 0.0, 0.0], [0.0, 0.0, 0.0], [0.0, 0.0, 0.0], [0.0, 0.0, 0.0], [0.0, 0.0, 0.0], [0.0, 0.0, 0.0], [0.0, 0.0, 0.0], [0.0, 0.0, 0.0], [0.0, 0.0, 0.0], [0.0, 0.0, 0.0], [0.0, 0.0, 0.0], [0.0, 0.0, 0.0], [0.0, 0.0, 0.0], [0.0, 0.0, 0.0], [0.0, 0.0, 0.0], [0.0, 0.0, 0.0], [0.0, 0.0, 0.0], [0.0, 0.0, 0.0], [0.0, 0.0, 0.0], [0.0, 0.0, 0.0]],
  "mulliken_spin": [1.190, 0.000, -0.002, 0.000, -0.001, 0.000, -0.030, 0.000, 0.000, 0.037, -0.125, -0.031, -0.002, 0.000, -0.025, -0.004, 0.000, 0.000, 0.011, 0.010, -0.013, -0.002, 0.008, 0.000, 0.000, -0.002, -0.013, 0.000, 0.001, 0.011, -0.015, 0.000, 0.000, 0.009, 0.001, 0.000, 0.001, -0.002, 0.006, -0.009, 0.000, 0.032, -0.007, -0.001, 0.000, -0.001, 0.000, 0.001, -0.002, -0.002, 0.000, 0.000, -0.003, 0.009, -0.021, -0.003, 0.009, 0.001, -0.012, 0.000, 0.009, -0.002, 0.000, -0.001, 0.000, 0.000, -0.003, 0.000, -0.001, 0.000, 0.000, 0.000, 0.000, 0.000, 0.000, 0.000, 0.000, 0.000, 0.000, 0.000, 0.000, 0.000, 0.000, 0.000, -0.001, -0.001, 0.000, 0.000, 0.001, 0.000, 0.000, 0.000, 0.001, 0.000, 0.000, 0.000, 0.000, 0.001, 0.000, 0.000, 0.000, 0.000, 0.000, 0.000, 0.000, 0.000, 0.000, 0.000, -0.005, 0.000, -0.003, 0.000, 0.000, 0.000, 0.000, -0.003, 0.000, 0.000, 0.000, 0.000, 0.000],
  "largest_force_ev_per_a": 0.4,
  "gap_ev": [6.51, 6.50],
  "de_lowest_kj_mol": 19.0,
  "total_charge": -2,
  "energy_ha": -4065.405771,
  "multiplicity": 2
}


Record 2
{
  "formula": "C49H60AsBBrClN6PSi2Y",
  "method": "the ωB97M-V functional and the def2-TZVPD basis",
  "symbols": ["Y", "Br", "As", "Cl", "P", "Si", "Si", "N", "N", "N", "N", "N", "N", "C", "C", "C", "C", "C", "C", "C", "C", "C", "C", "C", "C", "C", "C", "C", "C", "C", "C", "C", "C", "C", "C", "C", "C", "C", "C", "C", "C", "C", "C", "C", "C", "C", "C", "C", "C", "C", "C", "C", "C", "C", "C", "C", "C", "C", "C", "C", "C", "C", "B", "H", "H", "H", "H", "H", "H", "H", "H", "H", "H", "H", "H", "H", "H", "H", "H", "H", "H", "H", "H", "H", "H", "H", "H", "H", "H", "H", "H", "H", "H", "H", "H", "H", "H", "H", "H", "H", "H", "H", "H", "H", "H", "H", "H", "H", "H", "H", "H", "H", "H", "H", "H", "H", "H", "H", "H", "H", "H", "H", "H"],
  "xyz": [[1.2060, -0.0973, -1.1291], [-1.7799, -1.1733, -1.5446], [2.8906, -2.3239, -0.8865], [-0.5176, -0.5131, 1.4483], [-3.7508, 0.0456, 1.2384], [1.7822, -4.0872, 0.1379], [4.9857, -2.4220, 0.1317], [2.3155, 3.1692, -1.0894], [-0.2802, 1.9944, -1.3812], [2.5246, 2.0125, -1.7779], [-0.0901, 2.8462, -0.3276], [1.8669, 2.4330, 1.2691], [2.0272, 1.0849, 1.1487], [-1.4319, -0.0125, 2.8596], [-2.0189, 1.5821, -3.0896], [-1.5154, -2.7432, -5.9053], [0.8279, -1.2144, -3.3351], [-2.8017, 0.2164, 2.8021], [-2.1608, 3.1582, -1.0265], [-0.6977, 0.0960, 4.0307], [5.7345, -0.7028, 0.1684], [-6.2755, 2.9028, -0.1696], [3.4208, 2.2911, -2.7272], [2.1516, 4.2816, 2.9398], [-4.4497, 2.7359, 1.9143], [-0.3247, -2.2823, -5.2876], [3.0596, 4.1602, -1.6097], [-6.3588, -0.9279, 1.9466], [-1.3411, 4.5523, 0.9999], [1.9942, -1.4383, -4.0373], [2.4568, 0.6625, 2.3429], [-6.7301, -3.2117, 2.6166], [-4.9929, -1.1658, 1.8353], [-0.3507, -1.7190, -3.9786], [-1.6222, -1.7524, -3.3491], [3.7875, 3.6371, -2.6568], [-7.2223, -1.9479, 2.3345], [0.9183, -2.4079, -5.9538], [0.0787, -4.2700, -0.6262], [2.6996, -0.7608, 2.7030], [-4.5071, -2.4458, 2.1152], [1.5071, -4.0221, 1.9933], [-6.0383, 4.0147, 0.6302], [2.7176, -5.6732, -0.2279], [3.0645, 5.5546, -1.0753], [6.0271, -3.4702, -1.0224], [2.6122, 1.7478, 3.2138], [-2.7251, 0.6452, 5.1956], [-1.2183, 3.5492, -0.0982], [-5.3658, -3.4581, 2.5095], [2.2260, 2.8566, 2.4926], [-2.7111, -2.7033, -5.2530], [2.0607, -2.0183, -5.3251], [-5.5984, 1.7186, 0.0718], [-5.1219, 3.9280, 1.6658], [-3.4314, 0.5280, 4.0100], [-4.6902, 1.6101, 1.1319], [-1.3521, 0.4342, 5.2023], [5.1458, -3.2663, 1.8014], [3.9172, 1.2778, -3.7022], [-2.7642, -2.2138, -3.9297], [-1.5193, 2.1982, -1.8233], [1.3417, 3.2724, 0.0993], [-8.2829, -1.7472, 2.4211], [-5.7634, 0.8671, -0.5810], [2.9525, 1.7189, 4.2370], [5.0165, 0.0581, 0.4781], [2.1678, -6.5409, 0.1517], [2.6041, 4.9615, 2.2200], [3.7151, -5.6845, 0.2176], [4.5635, 1.7580, -4.4358], [4.4872, 4.1594, -3.2888], [6.6024, -0.6531, 0.8338], [-3.7357, 2.6916, 2.7262], [5.5875, -4.4681, -1.1079], [2.3501, -1.4449, 1.9339], [0.9155, -3.1521, 2.2937], [-4.9228, 4.7932, 2.2864], [4.4961, 0.4947, -3.2068], [-6.9819, 2.9628, -0.9880], [-2.2761, 5.0973, 0.8906], [2.2111, -1.0105, 3.6487], [3.3853, 5.5810, -0.0337], [3.7668, -0.9249, 2.8435], [6.0697, -0.4441, -0.8404], [0.0835, -4.0519, -1.6979], [-0.6467, -3.6043, -0.1508], [0.3683, -0.0863, 4.0185], [-7.4038, -4.0033, 2.9183], [-2.9680, 1.0652, -2.9453], [4.6479, -4.2380, 1.7838], [-0.2721, -5.2986, -0.4884], [1.1175, 4.5998, 3.0870], [-3.6946, -2.2186, -3.3772], [-3.1690, 3.5308, -1.1251], [7.0589, -3.5751, -0.6722], [3.7566, 6.1582, -1.6595], [1.2949, 4.4135, 0.4527], [-0.5170, 5.2647, 0.9912], [0.9406, -2.8488, -6.9438], [2.8392, -5.7832, -1.3084], [3.0240, -2.1540, -5.8037], [-6.7576, 0.0593, 1.7507], [2.0767, 6.0124, -1.1300], [2.4389, -4.0098, 2.5629], [2.6765, 4.3848, 3.8882], [-4.5063, 0.6721, 4.0073], [-0.7874, 0.5182, 6.1222], [4.7444, -2.7060, 2.6459], [0.9509, -4.9247, 2.2702], [3.0936, 0.8073, -4.2334], [-4.9720, -4.4431, 2.7263], [-3.6153, -3.0621, -5.7273], [-3.4446, -2.6522, 2.0219], [-1.4507, -3.1437, -6.9109], [2.9445, -1.1809, -3.5897], [-2.1770, 2.3730, -3.8260], [-6.5622, 4.9432, 0.4421], [6.0389, -3.0362, -2.0251], [-3.2427, 0.8966, 6.1123], [6.2104, -3.4458, 1.9839], [-1.2955, 0.8797, -3.5016], [-1.3439, 4.0622, 1.9766]],
  "forces_ev_per_angstrom": [[-0.1, 1.3, -0.5], [0.3, -0.1, 0.2], [0.2, -0.2, 0.5], [-0.5, -0.4, 0.1], [0.1, -0.1, 0.0], [0.0, -0.1, -0.3], [-0.1, 0.0, -0.2], [-0.3, 0.0, -0.1], [0.0, -0.3, 0.1], [0.2, -0.5, 0.0], [0.1, 0.0, -0.1], [0.1, 0.0, -0.2], [-0.1, -0.1, 0.2], [0.1, 0.2, 0.0], [0.0, 0.1, 0.0], [0.0, 0.0, 0.0], [-0.1, 0.0, 0.2], [0.1, 0.0, 0.0], [0.0, -0.1, 0.0], [0.0, 0.0, 0.1], [0.1, 0.1, 0.0], [0.0, 0.0, 0.0], [0.0, 0.0, 0.0], [0.0, 0.0, 0.0], [-0.1, 0.0, 0.0], [0.0, 0.0, -0.1], [0.0, 0.1, 0.1], [0.0, 0.0, 0.1], [0.0, 0.0, 0.0], [0.0, 0.1, -0.2], [0.0, 0.1, 0.0], [0.0, 0.0, 0.0], [-0.1, 0.0, -0.1], [0.0, 0.0, 0.0], [0.0, 0.0, 0.0], [0.0, 0.0, -0.1], [0.0, 0.0, 0.0], [-0.1, 0.0, 0.0], [-0.1, 0.0, -0.1], [0.1, 0.0, -0.1], [0.0, 0.0, 0.0], [0.0, 0.1, 0.2], [0.0, 0.0, 0.0], [0.1, -0.1, 0.0], [0.0, 0.0, 0.0], [0.0, -0.1, -0.1], [0.0, -0.1, 0.0], [0.0, 0.0, -0.1], [0.0, 0.0, 0.1], [0.0, 0.0, 0.0], [-0.1, 0.0, 0.0], [0.0, 0.0, 0.1], [0.0, 0.1, 0.1], [0.1, 0.0, 0.0], [0.0, 0.0, 0.0], [0.0, 0.0, 0.1], [0.0, 0.1, -0.1], [0.0, 0.0, 0.0], [-0.1, -0.1, 0.1], [0.1, 0.1, 0.0], [0.0, 0.0, -0.1], [0.0, 0.1, -0.1], [0.1, 0.0, 0.1], [0.0, 0.0, 0.0], [0.0, 0.0, 0.0], [0.0, 0.0, 0.0], [0.0, 0.0, 0.1], [0.0, 0.0, 0.0], [0.0, 0.0, 0.0], [0.0, 0.0, 0.0], [0.0, 0.0, 0.0], [0.0, 0.0, 0.0], [0.0, 0.0, -0.1], [0.0, 0.0, 0.0], [0.1, 0.0, 0.0], [0.1, 0.0, 0.0], [0.0, -0.1, 0.0], [0.0, 0.0, 0.0], [0.0, 0.0, 0.0], [0.0, 0.0, 0.0], [0.0, 0.0, 0.0], [0.0, 0.0, 0.0], [0.0, 0.0, 0.0], [0.0, 0.0, 0.0], [0.0, 0.0, 0.0], [0.0, 0.0, 0.0], [0.0, 0.0, 0.0], [-0.1, 0.0, 0.0], [0.0, 0.0, 0.0], [0.0, 0.0, 0.0], [0.0, 0.0, 0.0], [0.0, 0.1, 0.0], [0.0, 0.0, 0.0], [0.0, 0.0, 0.0], [0.0, 0.0, 0.0], [0.0, 0.0, 0.0], [0.0, 0.0, 0.0], [0.0, -0.1, 0.0], [0.0, 0.0, 0.0], [0.0, 0.0, 0.0], [0.0, 0.0, 0.0], [0.0, 0.0, 0.0], [0.0, 0.0, 0.0], [0.0, 0.0, 0.0], [0.0, 0.0, 0.0], [0.0, 0.0, 0.0], [0.0, 0.0, 0.0], [0.0, 0.0, 0.0], [0.0, 0.0, -0.1], [0.0, 0.0, 0.0], [0.0, 0.0, 0.0], [0.0, 0.0, 0.0], [0.0, 0.0, 0.0], [0.0, 0.0, 0.0], [0.0, 0.0, 0.0], [0.0, -0.1, 0.0], [0.0, 0.0, 0.0], [0.0, 0.0, 0.0], [0.0, 0.0, 0.0], [0.0, 0.0, 0.0], [0.0, 0.0, 0.0], [0.0, 0.1, 0.0], [0.0, 0.0, 0.0]],
  "lowdin_charge": [1.152, 0.806, 0.689, 0.676, 1.074, 0.149, 0.170, 0.025, 0.006, 0.021, 0.026, 0.020, 0.012, -0.578, -0.067, -0.040, -0.247, -0.386, 0.022, -0.089, -0.231, -0.085, -0.327, -0.014, -0.095, -0.169, -0.266, -0.089, -0.013, -0.233, -0.380, -0.091, -0.373, -0.255, -0.577, 0.016, -0.084, -0.047, -0.240, -0.071, -0.101, -0.225, -0.089, -0.238, -0.019, -0.251, 0.006, -0.067, -0.268, -0.081, -0.266, -0.083, -0.077, -0.126, -0.087, -0.094, -0.386, -0.062, -0.218, -0.027, -0.133, -0.359, -0.528, 0.103, 0.109, 0.114, 0.004, 0.028, 0.067, 0.007, 0.082, 0.110, 0.029, 0.093, 0.015, -0.006, -0.003, 0.105, 0.075, 0.105, 0.075, 0.078, 0.074, 0.066, 0.020, 0.020, -0.014, 0.080, 0.101, 0.062, 0.007, 0.031, 0.078, 0.097, 0.112, 0.028, 0.081, 0.102, 0.068, 0.108, 0.029, 0.103, 0.094, 0.085, 0.014, 0.082, 0.116, 0.110, 0.004, 0.033, 0.057, 0.104, 0.102, 0.105, 0.110, 0.014, 0.088, 0.102, 0.020, 0.107, 0.033, 0.049, 0.084],
  "largest_force_ev_per_a": 1.4,
  "gap_ev": 6.97,
  "de_lowest_kj_mol": 167.6,
  "total_charge": 0,
  "energy_ha": -8485.486847
}